This record from OMol25 describes the molecule C2H4N2O at a distorted geometry. The level of theory is ωB97M-V/def2-TZVPD.

CARTESIAN COORDINATES (ANGSTROEM)
N 0.709 -1.101 0.247
C 0.499 -0.346 -0.873
N -0.112 0.757 -0.789
C -0.597 0.896 0.548
O -0.266 -0.296 1.291
H 0.680 -2.116 -0.017
H 0.807 -0.706 -1.848
H -0.043 1.761 0.929
H -1.677 1.151 0.512

Results
**SMILES string**: C1=NCON1
**HOMO level**: -9.1 eV
**LUMO energy**: 0.538 eV
**DFT total energy**: -263.2444 a.u.
**2S+1**: 1
**Frontier orbital gap**: 0.3553 Ha
**Relative energy (zero: lowest compared OMol25 entry of this formula, charge and spin)**: 312.0 kJ/mol